# C47H127N9O13

12 unconnected molecules or ions with the total composition C47H127N9O13 (ωB97M-V/def2-TZVPD, the OMol25 dataset).

Results
- net charge = +1
- 2S+1 = 2
- lowest unoccupied orbital energy (alpha / beta) (eV) = -2.26 / -7.70

```
196
Properties=species:S:1:pos:R:3:forces:R:3
C 4.589696 -5.515280 -2.760059 -0.83 0.12 -1.01
O 3.547316 -5.158530 -1.807589 1.48 -0.61 -1.69
C 4.099236 -5.490810 -0.551579 -1.10 1.19 0.93
C 3.096306 -5.042100 0.571221 1.63 -1.41 -0.53
N 3.724996 -5.213480 1.856231 -0.32 0.49 1.69
C 2.820986 -4.744560 2.926661 -0.52 -1.28 1.67
C 2.926386 -3.261360 3.306721 0.71 -1.58 -0.38
O 4.155906 -3.118330 4.096861 -1.31 0.22 -0.48
C 4.503796 -1.762350 4.182951 0.59 1.31 -2.13
H 5.514766 -4.952900 -2.633279 -0.10 0.42 0.22
H 4.221216 -5.411260 -3.780609 -0.32 0.74 0.03
H 4.914786 -6.552550 -2.840549 -0.35 -0.46 1.11
H 5.035346 -4.935820 -0.490009 0.36 -0.08 0.52
H 4.293906 -6.563290 -0.552439 0.03 -0.03 0.56
H 2.328426 -5.815510 0.553781 -0.65 0.61 -0.19
H 2.754376 -4.009890 0.495571 -0.38 -0.01 -0.89
H 4.511756 -4.597270 2.002481 0.65 -0.11 -0.54
H 2.952546 -5.306540 3.851311 1.11 -0.07 0.23
H 1.821146 -5.161440 2.805671 -0.50 0.83 -0.96
H 2.035676 -2.878680 3.805011 0.14 0.03 0.29
H 2.991236 -2.819090 2.312591 0.43 1.12 0.06
H 4.451656 -1.373610 3.165971 -0.95 0.42 -0.59
H 5.561186 -1.498720 4.206311 0.41 -1.06 1.47
H 3.921626 -1.062280 4.782171 -0.21 -0.57 0.50
C -4.948954 -5.056660 -1.481859 0.68 -1.04 0.33
C -4.543314 -6.537310 -1.060699 1.20 1.72 1.61
C -2.974464 -6.770760 -1.345509 -1.70 0.38 0.24
O -2.156014 -6.005980 -0.429059 0.73 -1.07 -1.38
C -0.777644 -6.336530 -0.701909 0.33 0.64 0.98
N -4.820844 -6.650110 0.437141 0.27 -0.29 -1.36
H -5.972714 -4.769800 -1.241569 -0.11 -0.55 -0.05
H -4.770174 -4.911840 -2.547299 -0.04 0.04 -0.05
H -4.334454 -4.344760 -0.930779 0.26 -0.07 -0.03
H -5.145344 -7.247440 -1.627599 0.16 -0.13 0.17
H -2.806634 -6.493980 -2.386339 0.32 0.41 -0.14
H -2.692954 -7.822280 -1.289379 -0.20 -0.23 0.34
H -0.451544 -6.201360 -1.733159 -0.45 0.11 -0.26
H -0.423624 -7.314830 -0.376799 -0.84 -0.64 -0.14
H -0.127524 -5.719590 -0.081549 -0.35 0.63 0.00
H -4.004144 -6.287710 0.908051 0.22 0.75 -0.01
H -4.730714 -7.612220 0.730941 -0.46 -0.57 -0.26
C 1.329926 4.013680 5.300311 -0.57 -0.31 -0.53
C 1.504526 2.483960 5.333851 -2.66 0.96 -1.17
C 0.114206 1.803300 5.097061 -1.11 -0.66 2.78
O 0.229946 0.390180 5.309791 0.80 -1.12 -0.82
C -0.877404 -0.383530 4.807701 -0.23 1.79 1.03
N 2.114046 2.050520 4.097011 2.62 -0.50 0.45
H 0.770436 4.175640 4.378991 -0.15 0.35 -0.28
H 2.241736 4.601950 5.197211 0.19 -0.35 0.26
H 0.686866 4.443960 6.068051 0.22 -0.24 0.30
H 1.967476 2.157820 6.265201 0.22 -0.38 -0.37
H -0.292074 1.956480 4.097271 0.16 0.53 -0.16
H -0.634374 2.066020 5.844521 -0.36 0.79 0.03
H -1.219134 0.054540 3.869931 0.23 -0.50 -0.63
H -1.716034 -0.179970 5.473561 -0.34 -0.22 0.26
H -0.719164 -1.461820 4.825961 0.50 0.25 -0.24
H 1.977956 1.056660 4.214631 0.41 -0.56 -0.91
H 1.534316 2.343780 3.323691 -0.01 -0.03 -0.11
C -3.956354 8.775570 -3.358829 0.33 1.14 -1.14
C -3.327794 7.674150 -2.603709 0.77 -2.17 0.39
C -1.882494 7.424210 -3.147709 -0.35 0.19 0.80
O -1.369824 6.241440 -2.554989 -0.39 -0.06 -0.96
C -0.107994 5.924850 -3.081329 0.69 -0.07 0.94
N -3.457414 7.812910 -1.136739 0.74 0.74 0.08
H -3.983904 8.549330 -4.424739 -0.57 -0.52 -0.05
H -3.253444 9.606500 -3.418539 -0.18 0.53 0.70
H -4.934584 9.107900 -3.011399 0.16 -0.09 0.04
H -3.804994 6.713190 -2.795909 -0.30 -0.11 -0.77
H -1.181784 8.248020 -3.011899 0.02 0.45 0.81
H -1.823144 7.326350 -4.231689 -0.85 -0.29 -0.32
H 0.108286 5.921210 -4.149649 -1.10 0.17 -0.55
H 0.113536 4.910700 -2.748869 0.30 0.16 0.30
H 0.579966 6.678830 -2.698809 0.59 -0.24 0.31
H -2.911844 7.127980 -0.633429 0.47 -0.11 -0.26
H -4.397424 7.587410 -0.844119 -0.32 0.24 -0.30
C -5.232454 1.626080 5.106771 -1.00 0.85 -1.54
C -4.096044 2.664140 5.198711 -0.22 0.18 0.55
C -4.313234 3.919200 4.239971 1.80 -0.64 0.17
O -4.204424 3.681920 2.856211 -2.05 -1.18 -0.95
C -3.036774 3.107120 2.347971 -0.27 0.35 -0.09
N -4.020774 3.135050 6.623011 -0.73 -0.34 -0.76
H -5.169454 0.624590 5.532371 0.89 0.04 -0.18
H -5.533604 1.618630 4.059221 0.32 -0.85 -0.44
H -6.196164 1.967680 5.484491 0.10 0.72 0.69
H -3.162564 2.160180 4.948211 0.14 0.19 -0.24
H -3.480904 4.622430 4.267981 0.15 0.32 1.86
H -5.247924 4.443540 4.438821 -0.03 -0.23 -0.06
H -3.176134 3.128330 1.267121 0.25 -0.02 -0.03
H -2.886744 2.068310 2.642021 0.06 -0.17 0.23
H -2.172864 3.709520 2.628801 0.39 -0.01 0.03
H -3.389484 2.580320 7.183231 0.67 -0.04 -0.26
H -4.900294 2.730870 6.911401 -0.36 0.74 0.95
C -2.973564 -0.170630 -4.177519 1.25 0.19 0.32
C -1.585684 0.225010 -4.783579 -1.09 -0.17 0.07
C -0.441824 -0.790390 -4.544389 -1.01 -1.57 -1.31
O -0.832274 -2.233460 -4.662659 -0.53 2.29 1.16
C 0.205796 -3.087460 -4.277199 -0.59 -0.36 -0.76
N -1.818094 0.609860 -6.173369 0.36 -0.55 0.52
H -2.825344 -0.468570 -3.139559 -0.18 -0.16 0.10
H -3.410094 -1.009610 -4.719439 0.17 -0.06 -0.01
H -3.692714 0.647990 -4.205279 0.24 0.16 -0.18
H -1.162034 1.136600 -4.362129 -0.31 0.13 0.65
H 0.055766 -0.482300 -3.624829 0.07 -0.80 0.43
H 0.247336 -0.690760 -5.382979 0.48 0.45 -0.03
H -0.143844 -4.119860 -4.278829 -0.40 0.06 0.16
H 0.553926 -2.862330 -3.269119 0.59 0.14 -0.01
H 0.915116 -3.078770 -5.104779 1.05 0.18 0.37
H -0.879704 0.682620 -6.539729 -0.09 0.15 -0.90
H -2.290514 -0.171840 -6.604479 0.04 -0.06 -0.58
C 3.642196 1.113610 0.694821 1.65 -0.73 -0.53
C 4.972596 0.638120 -0.080639 -1.55 -0.24 2.29
C 6.158236 0.540200 0.931071 -1.23 0.49 -1.81
O 7.364916 0.120800 0.258391 -2.18 0.20 0.69
C 8.358506 0.090330 1.216261 1.65 -0.20 1.18
N 4.669336 -0.733430 -0.572389 0.30 0.25 -2.22
H 3.457266 0.370790 1.470791 0.07 0.20 0.43
H 2.745986 1.058530 0.076861 0.30 0.19 -0.42
H 3.760506 2.116330 1.105481 -0.17 -0.19 0.12
H 5.163396 1.387780 -0.848559 0.17 -0.64 -0.50
H 5.745156 -0.136580 1.679031 0.74 -0.49 0.35
H 6.278416 1.513780 1.406231 0.30 0.11 0.03
H 8.295586 0.930450 1.907871 0.31 0.68 -0.41
H 9.334236 0.009890 0.737121 -0.09 0.33 -0.05
H 8.329146 -0.720230 1.944421 -0.51 -0.80 -0.29
H 5.397886 -1.021420 -1.209869 0.51 0.17 -0.25
H 4.701766 -1.500010 0.084421 -0.30 0.42 0.94
C 3.526796 0.485240 -4.046579 1.69 -0.70 -0.71
C 3.407016 -1.049700 -4.262999 -2.87 0.35 3.12
C 4.469676 -1.942780 -4.887599 1.81 1.35 -0.40
O 4.782116 -1.297370 -6.123789 -1.90 -1.06 0.46
C 3.833076 -1.857720 -7.060119 1.17 -0.99 -1.31
N 2.995636 -1.632450 -2.879809 2.40 0.23 -3.73
H 2.687826 0.891220 -3.481399 0.00 -0.15 -0.22
H 3.685896 0.974720 -5.007409 -0.60 -0.01 -0.07
H 4.472156 0.712330 -3.553809 -0.05 -0.05 0.52
H 2.473076 -1.141990 -4.817369 -0.14 -0.40 -0.55
H 4.243916 -2.999520 -5.030509 -0.71 0.02 0.06
H 5.384126 -1.947590 -4.294429 0.09 0.31 0.20
H 3.763446 -1.261570 -7.969989 -0.01 0.17 0.37
H 2.860226 -2.226430 -6.735009 -0.39 1.13 0.80
H 4.237486 -2.834260 -7.326439 0.46 -0.07 -0.53
H 3.396026 -2.559670 -2.887149 -0.80 -1.15 0.63
H 3.414386 -1.122450 -2.115189 -0.26 0.98 1.99
C -1.066744 2.232210 -1.214939 -1.04 -0.97 0.27
C -0.935454 1.043190 -0.194399 -0.46 2.05 -1.87
C -0.379124 -0.244600 -0.803889 -0.94 -0.54 -0.06
O -0.208324 -1.115750 0.277521 1.80 -2.31 1.68
C 0.541266 -2.405670 0.069371 -0.92 1.84 -1.66
N -0.086784 1.621400 0.791061 1.26 -1.05 1.06
H -1.567284 3.065740 -0.722209 -0.14 -0.15 0.05
H -1.645964 1.979250 -2.102979 0.06 0.02 -0.14
H -0.090974 2.633810 -1.488239 0.24 -0.35 -0.12
H -1.833294 0.845580 0.391201 -0.62 -0.29 -0.84
H 0.519766 -0.112430 -1.406069 0.65 0.36 0.16
H -1.098144 -0.690700 -1.490979 -0.40 0.00 -0.29
H 0.755826 -3.076620 0.901161 -0.92 0.74 0.66
H 1.523666 -2.201490 -0.356439 0.19 0.42 -0.21
H -0.037334 -2.933230 -0.688919 0.05 -0.41 0.04
H 0.792686 1.756620 0.313201 0.55 0.71 0.14
H 0.095456 0.764850 1.294261 0.60 0.04 1.39
C -3.735294 -2.639100 3.433941 0.04 0.64 1.92
C -2.864484 -3.214270 2.354951 0.01 1.00 0.34
C -3.002494 -2.449230 1.057061 -0.32 -0.45 0.04
O -1.486304 -3.329040 2.806221 -0.67 -1.07 -0.18
H -4.791124 -2.907130 3.395431 -0.03 0.19 -0.55
H -3.618764 -1.572480 3.625891 -0.18 0.40 -0.67
H -3.432134 -3.004650 4.415041 0.22 -0.63 -0.01
H -3.361204 -4.173600 2.209821 1.25 -0.71 -0.19
H -2.264414 -2.823040 0.347411 -0.16 0.17 -0.19
H -2.988854 -1.363500 1.152541 0.53 -0.17 0.18
H -4.012294 -2.683820 0.720351 -0.03 0.02 -0.42
H -0.985104 -2.512630 2.744011 -0.54 0.41 -0.29
C -5.025294 0.202750 0.975261 -0.17 0.44 -0.73
C -4.837044 -0.033900 -0.560229 0.49 -0.45 0.40
C -5.970554 -0.722670 -1.220519 -2.03 -0.60 -0.02
O -4.545254 1.192710 -1.174239 0.08 1.54 0.35
H -5.578744 1.106830 1.229101 0.10 0.45 -0.67
H -4.044924 0.323150 1.436231 -0.14 -0.19 0.20
H -5.650774 -0.529280 1.486141 0.53 -0.65 -0.22
H -3.983144 -0.685740 -0.744799 0.42 -0.20 0.51
H -6.211144 -1.665780 -0.729839 0.18 -0.14 0.19
H -5.884334 -0.979440 -2.276319 0.61 0.25 -0.11
H -6.889434 -0.140710 -1.149189 -0.06 0.25 0.07
H -4.278654 1.121290 -2.093709 -0.10 -0.46 0.02
C 2.964736 4.939530 -0.427399 0.66 -0.06 -0.48
C 2.689376 5.177360 1.008731 -2.85 2.03 -0.40
C 1.575486 6.300550 1.220531 1.52 -0.81 0.25
O 2.220716 3.973690 1.556281 0.42 -0.51 0.27
H 3.690976 4.127370 -0.460169 0.32 0.08 -0.45
H 3.371506 5.878640 -0.802499 0.26 -0.24 -0.43
H 2.114376 4.647620 -1.043659 -0.26 0.08 0.30
H 3.567436 5.640880 1.458451 0.37 -0.65 0.48
H 1.555506 6.337820 2.309711 -0.68 0.39 0.12
H 0.599006 6.109120 0.775621 0.11 -0.35 0.08
H 1.928836 7.270990 0.871981 0.07 -0.01 -0.03
H 1.658786 4.149700 2.314481 0.07 0.16 0.12
```
Forces are in eV/Å.

Here are the Löwdin charges for atoms 1 to 8, given in e: C -0.114; O -0.200; C -0.212; C -0.194; N -0.056; C -0.204; C -0.177; O -0.153